Entry 1:
# C34H23BrCl6HfN5O2S

C34H23BrCl6HfN5O2S as an isolated structure (the ωB97M-V functional and the def2-TZVPD basis, the Open Molecules 2025 dataset).

- Charge: +1
- E_LUMO: -3.74 eV
- Highest occupied orbital energy: -10.07 eV
- Frontier orbital gap: 6.3 eV

Each line ends with the Mulliken charge.
Geometry (Å):
Hf1 -0.487 0.004 -0.268  0.418
C1 1.694 2.686 2.681  -1.085
C2 1.508 1.801 1.613  -0.148
N1 0.445 1.847 0.827  0.164
C3 -0.487 2.811 1.066  0.050
C4 -0.398 3.718 2.113  0.869
C5 0.738 3.629 2.940  -0.850
C6 -1.433 4.700 2.312  -0.959
C7 -2.502 4.745 1.497  -0.959
C8 -2.631 3.807 0.413  0.899
C9 -3.734 3.789 -0.459  -0.704
C10 -3.791 2.865 -1.469  -1.096
C11 -2.756 1.935 -1.595  0.004
N2 -1.709 1.929 -0.788  0.500
C12 -1.638 2.855 0.199  0.025
H1 2.581 2.594 3.292  0.474
H2 2.236 1.032 1.400  0.430
H3 0.843 4.311 3.776  0.482
H4 -1.325 5.406 3.126  0.451
H5 -3.276 5.490 1.636  0.457
H6 -4.532 4.510 -0.324  0.484
H7 -4.626 2.826 -2.153  0.455
H8 -2.772 1.171 -2.363  0.500
S1 1.630 -4.220 -1.901  -0.330
C13 0.845 -5.084 -0.707  -0.042
N3 -0.343 -5.709 -0.819  -0.082
C14 -0.820 -6.300 0.426  -0.472
C15 0.397 -6.111 1.362  -0.358
N4 1.273 -5.268 0.562  -0.053
H9 -0.895 -5.598 -1.652  0.239
H10 -1.070 -7.350 0.292  0.335
H11 -1.703 -5.782 0.801  0.217
H12 0.871 -7.061 1.609  0.388
H13 0.115 -5.617 2.293  0.145
H14 2.208 -5.006 0.822  0.219
Cl1 -0.453 -2.384 1.274  -0.180
C16 1.203 -2.153 1.854  1.419
C17 1.564 -2.680 3.077  -0.945
C18 2.869 -2.487 3.508  -0.659
C19 3.760 -1.785 2.703  -0.801
C20 3.355 -1.279 1.475  -0.136
C21 2.047 -1.444 1.013  0.075
C22 1.543 -0.943 -0.306  -1.237
H15 0.846 -3.218 3.682  0.524
H16 3.184 -2.883 4.464  0.448
H17 4.784 -1.645 3.028  0.436
H18 4.066 -0.758 0.842  0.536
H19 1.384 -1.827 -0.941  -0.174
H20 2.311 -0.341 -0.802  0.570
Cl2 -1.651 -2.612 -2.058  -0.088
C23 -0.741 -1.501 -3.058  1.001
C24 -0.378 -0.300 -2.472  -1.142
C25 0.427 0.533 -3.224  1.249
Cl3 1.010 1.985 -2.422  -0.130
C26 0.830 0.238 -4.519  -0.398
Cl4 1.821 1.328 -5.399  -0.174
C27 0.410 -0.968 -5.085  0.790
Cl5 0.868 -1.363 -6.687  -0.169
C28 -0.378 -1.858 -4.349  -0.383
Cl6 -0.891 -3.347 -5.025  -0.171
Br1 -5.206 1.207 5.696  -0.139
C29 -5.105 0.729 3.883  -0.153
C30 -6.270 0.606 3.134  -0.150
N5 -6.275 0.273 1.843  -0.635
C31 -5.101 0.041 1.263  -0.324
C32 -3.893 0.153 1.938  0.092
C33 -3.888 0.508 3.280  -0.298
C34 -2.620 -0.053 1.229  1.095
O1 -1.518 0.306 1.741  -0.781
O2 -2.595 -0.549 0.049  -0.643
H21 -7.233 0.784 3.597  0.391
H22 -5.114 -0.242 0.217  0.580
H23 -2.957 0.612 3.821  0.638

---

Entry 2:
# C34H23F15GeN2O5RuS3

C34H23F15GeN2O5RuS3 as an isolated structure (the ωB97M-V functional and the def2-TZVPD basis, the Open Molecules 2025 dataset).

- Charge: +1
- E_LUMO (alpha / beta): -3.35 / -4.59 eV
- Highest occupied orbital energy (alpha / beta): -11.59 / -11.53 eV
- Spin multiplicity: 2
- Frontier orbital gap (alpha / beta): 8.2 / 6.9 eV

Each line ends with the Mulliken charge.
Geometry (Å):
Ru1 -0.971 0.774 -0.666  1.833
C1 -2.978 2.044 -4.371  -1.008
O1 -2.600 2.200 -3.011  0.015
C2 -3.511 2.985 -2.283  -0.565
C3 -2.778 3.590 -1.111  -0.885
O2 -2.223 2.628 -0.195  -0.111
C4 -2.977 2.355 0.997  -0.951
C5 -3.458 0.929 0.989  -0.430
O3 -2.288 0.096 0.881  0.519
C6 -2.575 -1.283 1.178  -1.153
H1 -2.939 3.008 -4.888  0.366
H2 -3.979 1.620 -4.461  0.383
H3 -2.273 1.351 -4.824  0.241
H4 -4.377 2.389 -1.965  0.314
H5 -3.883 3.810 -2.902  0.544
H6 -3.448 4.245 -0.552  0.348
H7 -1.938 4.184 -1.470  0.362
H8 -3.820 3.041 1.077  0.571
H9 -2.302 2.511 1.839  0.297
H10 -4.129 0.708 0.153  0.237
H11 -3.961 0.697 1.930  0.497
H12 -3.008 -1.329 2.177  0.382
H13 -1.630 -1.819 1.164  0.255
H14 -3.279 -1.688 0.453  0.272
F1 2.129 0.266 5.127  -0.313
C7 2.697 1.359 4.603  0.339
C8 2.639 1.600 3.241  0.107
C9 3.296 2.728 2.779  0.019
F2 3.306 2.988 1.461  -0.290
C10 3.959 3.604 3.616  -0.129
F3 4.574 4.679 3.134  -0.282
C11 3.980 3.342 4.977  0.744
F4 4.610 4.165 5.799  -0.287
C12 3.351 2.212 5.475  0.077
F5 3.386 1.955 6.777  -0.279
Ge1 1.779 0.453 1.910  0.346
S1 0.363 1.810 0.897  -0.702
C13 0.755 -0.982 2.769  0.339
C14 0.941 -2.340 2.565  0.179
F6 1.866 -2.787 1.707  -0.409
C15 0.177 -3.298 3.209  0.375
F7 0.374 -4.593 2.972  -0.333
C16 -0.807 -2.900 4.098  0.780
F8 -1.554 -3.805 4.713  -0.315
C17 -1.025 -1.551 4.323  0.005
F9 -1.993 -1.162 5.150  -0.360
C18 -0.251 -0.624 3.653  0.161
F10 -0.508 0.672 3.873  -0.506
C19 3.295 -0.286 0.916  0.099
C20 3.580 -0.084 -0.419  -0.297
F11 2.745 0.631 -1.191  -0.159
C21 4.714 -0.602 -1.020  0.148
F12 4.949 -0.397 -2.316  -0.287
C22 5.611 -1.334 -0.263  0.470
F13 6.701 -1.832 -0.826  -0.291
C23 5.372 -1.538 1.088  0.252
F14 6.236 -2.229 1.821  -0.284
C24 4.225 -1.008 1.647  0.776
F15 4.016 -1.197 2.958  -0.376
O4 -4.460 -1.248 -1.599  -0.671
S2 -3.388 -1.496 -2.519  0.934
O5 -3.528 -1.102 -3.883  -0.648
N1 -1.985 -0.836 -1.866  -0.346
C25 -1.098 -1.767 -1.604  0.920
S3 0.285 -1.174 -0.825  -0.213
C26 -1.496 -3.146 -1.918  0.007
C27 -0.793 -4.325 -1.739  -0.646
C28 -1.425 -5.512 -2.088  -0.730
C29 -2.721 -5.513 -2.595  -0.555
C30 -3.430 -4.327 -2.770  -0.815
C31 -2.789 -3.160 -2.418  0.251
H15 0.213 -4.318 -1.339  0.568
H16 -0.904 -6.451 -1.962  0.437
H17 -3.188 -6.452 -2.856  0.425
H18 -4.438 -4.326 -3.161  0.507
C32 2.758 1.681 -4.460  -1.076
C33 1.518 2.511 -4.119  -0.494
C34 0.743 1.942 -3.023  0.342
N2 0.135 1.499 -2.166  -0.434
H19 3.249 2.120 -5.326  0.415
H20 2.489 0.654 -4.699  0.342
H21 3.460 1.670 -3.629  0.196
H22 0.843 2.588 -4.975  0.319
H23 1.786 3.528 -3.826  0.313